No. 1
Here is a molecular structure, C7H18P in a non-equilibrium geometry from OMol25. Energies are from the ωB97M-V functional and the def2-TZVPD basis.

Computed properties:
molecular weight = 133.2 g/mol
charge = +1
ΔE to the lowest compared entry with this formula, charge and spin = 58.96 kcal/mol
HOMO level = -0.5241 Eh
calculated total energy = -16831.2589 eV
E_LUMO = -3.97 eV

Element x y z (Å)
P (0.259, -1.294, 0.418)
C (0.358, -2.851, -0.626)
C (-1.008, 2.597, -1.746)
C (-0.288, 2.091, 0.654)
C (-0.200, 1.660, -0.825)
C (2.022, -0.759, 0.513)
C (-1.007, 0.317, -0.933)
C (-0.266, -1.642, 2.177)
H (0.448, -1.625, 3.010)
H (2.202, -0.602, -0.550)
H (1.407, -2.834, -1.043)
H (-1.181, 1.654, 1.101)
H (-1.319, 1.913, -2.547)
H (0.173, -3.760, -0.194)
H (-0.834, -2.579, 2.246)
H (-1.866, 2.968, -1.151)
H (-2.039, 0.302, -0.509)
H (0.618, 1.731, 1.030)
H (-1.085, -0.979, 2.488)
H (0.807, 1.439, -0.988)
H (-0.928, -0.236, -1.828)
H (-0.385, 3.173, 0.686)
H (-0.419, -2.800, -1.380)
H (2.674, -1.520, 1.017)
H (2.303, 0.215, 1.157)
H (-0.447, 3.422, -2.173)

Cartesian forces, eV/Å:
P -0.5 0.5 0.3
C 1.2 3.0 -1.0
C 0.2 -1.1 0.1
C -1.1 0.5 -1.7
C -3.4 -1.1 1.5
C 0.4 1.5 1.7
C 1.6 -0.2 2.6
C -1.6 -0.1 -0.1
H 0.4 0.1 -0.8
H 0.9 0.1 0.1
H -1.3 -0.1 0.1
H 0.2 0.1 0.3
H -0.5 0.9 -0.3
H -0.2 -2.1 1.9
H 0.6 -0.2 -0.4
H 0.3 -0.2 -0.6
H 1.0 0.0 -0.2
H 1.1 -0.2 1.6
H 0.4 0.5 -0.3
H 1.5 0.1 -1.3
H 0.2 -0.6 -1.1
H 0.3 0.0 0.4
H 0.2 0.4 -0.5
H -0.7 0.2 -0.9
H -1.2 -2.0 -1.7
H 0.1 0.1 0.1

=====

No. 2
Here is a molecular structure, C29H20IIrO2PS from OMol25. Energies are from the ωB97M-V functional and the def2-TZVPD basis.

Computed properties:
molecular weight = 782.6 g/mol
charge = +2
ΔE to the lowest compared entry with this formula, charge and spin = 1.73 kcal/mol
HOMO level (spin up / spin down) = -0.5082 / -0.5386 Eh
calculated total energy = -65538.5039 eV
spin multiplicity = 6
E_LUMO (spin up / spin down) = -6.97 / -9.81 eV
expectation value of S² = 8.81

Element x y z (Å)
Ir (0.925, 0.907, -0.494)
I (2.465, -0.485, 1.535)
S (2.312, 2.276, -1.854)
P (-0.251, -1.081, -0.622)
O (0.160, 2.521, 0.420)
O (1.281, 3.095, 2.266)
C (-1.274, -0.350, 4.573)
C (3.453, 5.986, -1.237)
C (-1.486, -1.045, 3.369)
C (-2.913, -2.516, 2.076)
C (1.940, 4.122, 0.228)
C (2.449, 3.780, -1.054)
C (-3.602, 0.476, -2.257)
C (3.211, 4.740, -1.767)
C (2.184, -4.618, -2.165)
C (-2.641, -1.832, 3.249)
C (-0.550, -0.952, 2.286)
C (-0.138, 0.431, 4.767)
C (1.112, 3.198, 1.075)
C (-2.165, -1.903, -2.491)
C (-0.932, -1.529, 1.044)
C (0.677, -0.281, 2.602)
C (-3.321, -1.711, -3.234)
C (1.622, -4.696, -0.899)
C (-4.037, -0.528, -3.114)
C (2.961, 6.300, 0.025)
C (-2.082, -2.332, 0.991)
C (-2.445, 0.297, -1.517)
C (-1.729, -0.898, -1.629)
C (0.833, 0.446, 3.796)
C (1.250, -2.425, -2.464)
C (2.219, 5.365, 0.751)
C (0.869, -3.640, -0.407)
C (0.679, -2.506, -1.191)
C (1.998, -3.484, -2.948)
H (1.100, -1.545, -3.079)
H (-3.786, -3.149, 1.996)
H (0.434, -3.709, 0.584)
H (1.743, 1.005, 3.957)
H (-4.158, 1.399, -2.173)
H (-4.936, -0.384, -3.699)
H (1.851, 5.612, 1.737)
H (-2.348, -2.792, 0.047)
H (-3.658, -2.485, -3.910)
H (-0.003, 0.986, 5.685)
H (2.769, -5.444, -2.545)
H (-3.312, -1.908, 4.095)
H (3.605, 4.469, -2.738)
H (4.029, 6.711, -1.795)
H (-1.605, -2.824, -2.593)
H (3.156, 7.274, 0.454)
H (2.435, -3.428, -3.936)
H (-2.021, -0.422, 5.354)
H (1.768, -5.580, -0.293)
H (-2.101, 1.087, -0.857)

Cartesian forces, eV/Å:
Ir -0.2 0.3 -0.1
I -0.2 0.0 -0.1
S 0.1 -0.2 0.0
P 0.1 0.0 0.1
O 0.3 -0.1 -0.1
O 0.0 0.0 -0.1
C -0.1 -0.1 0.0
C 0.0 0.0 0.0
C 0.0 0.0 -0.1
C -0.1 -0.1 -0.1
C -0.1 0.0 0.0
C 0.0 0.2 0.0
C 0.0 0.0 0.0
C 0.0 -0.1 0.0
C 0.0 0.0 0.0
C 0.0 0.1 0.1
C 0.1 0.1 0.0
C 0.0 0.1 0.0
C -0.1 -0.2 0.2
C 0.0 0.0 0.0
C 0.1 0.1 0.2
C -0.1 -0.1 0.0
C 0.0 0.0 0.0
C 0.0 0.0 0.0
C 0.0 0.0 0.0
C 0.0 0.0 0.0
C 0.0 0.0 -0.1
C 0.0 0.0 0.0
C 0.0 0.0 0.0
C 0.0 0.0 -0.1
C 0.0 0.0 0.0
C 0.0 0.0 0.0
C 0.0 0.0 0.0
C 0.0 0.0 0.0
C 0.0 0.0 0.0
H 0.0 0.0 0.0
H 0.0 0.0 0.0
H 0.0 0.0 0.0
H 0.0 0.0 0.0
H 0.0 0.0 0.0
H 0.0 0.0 0.0
H 0.0 0.0 0.0
H 0.0 0.0 0.0
H 0.0 0.0 0.0
H 0.0 0.0 0.0
H 0.0 0.0 0.0
H 0.0 0.0 0.0
H 0.0 0.0 0.0
H 0.0 0.0 0.0
H 0.0 0.0 0.0
H 0.0 0.0 0.0
H 0.0 0.0 0.0
H 0.0 0.0 0.0
H 0.0 0.0 0.0
H 0.0 0.0 0.0

=====

No. 3
Here is a molecular structure, C14H16F2NO8P2RuTe from OMol25. Energies are from the ωB97M-V functional and the def2-TZVPD basis.

Computed properties:
molecular weight = 654.9 g/mol
ΔE to the lowest compared entry with this formula, charge and spin = 1.80 kcal/mol
HOMO level (spin up / spin down) = -0.3439 / -0.3327 Eh
calculated total energy = -66540.6284 eV
spin multiplicity = 2
E_LUMO (spin up / spin down) = -0.75 / -0.91 eV
expectation value of S² = 0.76

Element x y z (Å)
Te (-0.131, -2.106, 0.879)
Ru (1.315, -0.119, -0.229)
P (3.928, 0.770, 0.199)
P (2.289, 1.331, 2.596)
F (1.591, -0.029, -3.029)
F (1.594, -2.092, -2.244)
O (2.015, 2.604, 3.275)
O (3.526, -0.796, 0.547)
O (-0.103, 1.177, -0.760)
O (3.505, 1.556, 1.522)
O (1.178, 0.645, 1.803)
O (2.817, 1.085, -0.831)
O (2.894, 0.223, 3.576)
O (5.324, 0.966, -0.164)
N (0.441, 2.419, -0.814)
C (-5.297, -2.961, 0.513)
C (-3.555, -4.018, -0.757)
C (-4.375, -2.069, 1.033)
C (1.024, -0.839, -2.080)
C (-2.623, -3.126, -0.238)
C (1.059, 4.429, 0.231)
C (-2.023, -1.162, 1.200)
C (-4.888, -3.937, -0.385)
C (-1.169, -3.197, -0.630)
C (1.642, 4.848, -0.954)
C (1.604, 4.022, -2.069)
C (-3.037, -2.141, 0.661)
C (0.441, 3.198, 0.277)
C (1.007, 2.787, -1.971)
H (-4.693, -1.310, 1.738)
H (-6.335, -2.902, 0.814)
H (0.985, 2.039, -2.750)
H (2.067, 4.306, -3.002)
H (-0.007, 2.769, 1.154)
H (-0.988, -2.730, -1.598)
H (-2.158, -0.952, 2.258)
H (4.294, -1.348, 0.349)
H (-5.604, -4.641, -0.787)
H (-0.034, -0.953, -2.347)
H (-0.789, -4.216, -0.667)
H (-2.015, -0.220, 0.651)
H (-3.232, -4.786, -1.450)
H (2.140, 5.807, -1.005)
H (1.097, 5.018, 1.135)
H (3.280, 0.649, 4.351)

Cartesian forces, eV/Å:
Te 0.0 0.4 -0.2
Ru -0.1 -0.6 0.6
P -0.4 0.8 -0.2
P -0.4 0.0 -0.5
F 0.1 -0.1 -0.5
F 0.1 0.0 -0.1
O 0.0 0.0 0.0
O -0.1 0.3 0.0
O -0.1 -0.1 0.2
O 0.3 -0.2 0.1
O 0.5 0.1 0.2
O 0.3 0.2 0.1
O 0.0 -0.1 0.1
O 0.1 -0.3 0.1
N 0.0 0.1 -0.2
C 0.0 0.0 0.0
C 0.0 0.0 0.0
C 0.0 0.0 0.0
C -0.1 -0.3 0.2
C 0.0 0.0 0.1
C 0.0 -0.1 0.0
C 0.1 0.0 0.0
C 0.0 0.0 0.0
C 0.0 0.1 -0.1
C 0.0 0.0 -0.1
C 0.0 0.0 0.1
C 0.0 0.0 0.0
C 0.1 -0.2 -0.1
C 0.0 0.1 0.0
H 0.0 0.0 0.0
H 0.0 0.0 0.0
H 0.0 0.1 0.0
H 0.0 0.0 0.0
H -0.1 -0.1 0.2
H 0.0 0.0 0.0
H 0.0 0.0 0.0
H -0.2 -0.3 0.0
H 0.0 0.0 0.0
H 0.0 0.1 0.0
H 0.0 0.0 0.0
H 0.0 0.0 0.0
H 0.0 0.0 0.0
H 0.0 0.0 0.0
H 0.0 0.0 0.0
H 0.0 0.0 0.0